## P
{
  "formula": "C9H14",
  "method": "ωB97M-V/def2-TZVPD",
  "species": ["C", "C", "C", "C", "C", "C", "C", "H", "H", "H", "H", "H", "H", "H", "H", "C", "C", "H", "H", "H", "H", "H", "H"],
  "xyz": [[1.552, 0.598, 1.127], [0.803, 0.675, -0.181], [-0.538, 1.012, -0.259], [-1.178, 1.145, -1.496], [-0.508, 0.825, -2.663], [0.856, 0.563, -2.596], [1.522, 0.572, -1.373], [1.930, -0.390, 1.376], [0.889, 0.991, 1.891], [2.405, 1.282, 1.138], [-1.152, 1.104, 0.631], [-2.162, 1.586, -1.428], [-1.077, 0.671, -3.574], [1.352, 0.108, -3.450], [2.604, 0.561, -1.432], [-1.459, -1.543, 3.111], [-0.759, -2.728, 2.391], [-2.535, -1.524, 2.976], [-1.190, -1.578, 4.171], [-0.975, -0.608, 2.836], [-0.122, -3.226, 3.119], [-1.478, -3.336, 1.856], [-0.052, -2.338, 1.660]],
  "e_homo_ev": -9.071
}


## Q
{
  "formula": "C9H14",
  "method": "ωB97M-V/def2-TZVPD",
  "species": ["C", "C", "C", "C", "C", "C", "C", "H", "H", "H", "H", "H", "H", "H", "H", "C", "C", "H", "H", "H", "H", "H", "H"],
  "xyz": [[1.390, 0.184, -1.731], [-0.011, 0.237, -1.189], [-0.711, -0.907, -1.505], [-1.767, -1.384, -0.778], [-2.384, -0.478, 0.141], [-1.774, 0.754, 0.326], [-0.533, 1.042, -0.132], [1.889, 1.195, -1.725], [1.434, 0.040, -2.841], [1.967, -0.655, -1.393], [-0.319, -1.541, -2.323], [-1.977, -2.324, -0.634], [-3.107, -0.893, 0.861], [-2.352, 1.283, 1.176], [0.049, 1.908, 0.150], [2.287, -0.232, 1.429], [1.837, 0.700, 2.624], [1.506, -0.534, 0.889], [2.671, 0.414, 0.602], [2.915, -1.076, 1.370], [2.411, 0.352, 3.458], [0.796, 0.548, 2.757], [2.114, 1.790, 2.544]],
  "e_homo_ev": -8.922
}


## R
{
  "formula": "C9H14",
  "method": "ωB97M-V/def2-TZVPD",
  "species": ["C", "C", "C", "C", "C", "C", "C", "H", "H", "H", "H", "H", "H", "H", "H", "C", "C", "H", "H", "H", "H", "H", "H"],
  "xyz": [[-1.476, -0.572, 1.164], [-0.112, -1.097, 0.794], [0.110, -2.499, 0.821], [1.284, -3.013, 0.329], [2.356, -2.159, 0.030], [2.259, -0.821, 0.332], [0.991, -0.295, 0.575], [-1.908, 0.083, 0.405], [-1.464, -0.257, 2.211], [-2.206, -1.384, 1.088], [-0.685, -3.087, 1.260], [1.441, -4.076, 0.414], [3.260, -2.656, -0.323], [3.150, -0.200, 0.375], [0.744, 0.754, 0.588], [-0.262, 2.538, -1.522], [-1.671, 2.701, -0.953], [0.145, 3.515, -1.821], [0.506, 2.263, -0.814], [-0.286, 1.985, -2.455], [-1.697, 2.712, 0.132], [-2.340, 1.929, -1.346], [-2.140, 3.636, -1.281]],
  "e_homo_ev": -8.955
}


## S
{
  "formula": "C9H14",
  "method": "ωB97M-V/def2-TZVPD",
  "species": ["C", "C", "C", "C", "C", "C", "C", "H", "H", "H", "H", "H", "H", "H", "H", "C", "C", "H", "H", "H", "H", "H", "H"],
  "xyz": [[2.746, -1.414, 2.398], [1.922, -0.513, 1.590], [1.244, -1.020, 0.427], [0.501, -0.334, -0.528], [0.454, 1.050, -0.444], [1.195, 1.620, 0.723], [1.938, 0.850, 1.607], [2.109, -2.149, 2.925], [3.340, -0.873, 3.186], [3.614, -1.687, 1.806], [1.331, -2.107, 0.169], [-0.031, -0.852, -1.310], [-0.248, 1.757, -1.005], [0.960, 2.633, 0.989], [2.544, 1.383, 2.427], [-3.105, -0.476, -1.667], [-2.762, 0.921, -2.036], [-4.068, -0.701, -2.105], [-2.402, -1.206, -2.068], [-3.202, -0.655, -0.645], [-3.552, 1.579, -1.632], [-2.724, 0.966, -3.148], [-1.807, 1.226, -1.658]],
  "e_homo_ev": -8.722
}


The most stable of them is P.


## P
{
  "formula": "C9H14",
  "method": "ωB97M-V/def2-TZVPD",
  "species": ["C", "C", "C", "C", "C", "C", "C", "H", "H", "H", "H", "H", "H", "H", "H", "C", "C", "H", "H", "H", "H", "H", "H"],
  "xyz": [[0.107, 0.800, 2.569], [0.557, -0.296, 1.647], [1.048, 0.035, 0.379], [1.517, -0.883, -0.445], [1.612, -2.299, 0.062], [1.106, -2.567, 1.311], [0.792, -1.497, 2.176], [0.237, 1.826, 2.240], [0.742, 0.663, 3.480], [-0.957, 0.713, 2.888], [0.696, 0.940, -0.031], [1.979, -0.767, -1.421], [1.931, -2.981, -0.656], [1.089, -3.499, 1.707], [0.703, -1.867, 3.186], [-2.043, 2.090, -2.147], [-1.288, 0.826, -2.649], [-2.789, 2.407, -2.974], [-2.690, 1.808, -1.228], [-1.402, 2.857, -1.851], [-0.627, 0.434, -1.825], [-0.456, 1.192, -3.296], [-1.864, 0.066, -3.122]],
  "e_homo_ev": -8.885
}


## Q
{
  "formula": "C9H14",
  "method": "ωB97M-V/def2-TZVPD",
  "species": ["C", "C", "C", "C", "C", "C", "C", "H", "H", "H", "H", "H", "H", "H", "H", "C", "C", "H", "H", "H", "H", "H", "H"],
  "xyz": [[-0.257, 1.511, -1.881], [0.174, 1.332, -0.443], [0.967, 0.278, -0.042], [1.509, 0.230, 1.237], [1.245, 1.251, 2.120], [0.402, 2.315, 1.747], [-0.125, 2.351, 0.479], [-0.451, 2.564, -2.074], [-1.223, 1.031, -2.004], [0.445, 1.171, -2.643], [1.174, -0.508, -0.755], [2.172, -0.579, 1.517], [1.796, 1.338, 3.044], [0.243, 3.020, 2.556], [-0.678, 3.238, 0.208], [-1.236, -2.577, 0.341], [-0.576, -2.497, -1.040], [-0.843, -3.427, 0.893], [-1.295, -1.601, 0.828], [-2.296, -2.744, 0.165], [-0.729, -1.532, -1.519], [-0.898, -3.364, -1.635], [0.479, -2.800, -1.101]],
  "e_homo_ev": -8.986
}


The most stable of them is Q.


## P
{
  "formula": "C4H8N4",
  "method": "ωB97M-V/def2-TZVPD",
  "species": ["C", "C", "N", "C", "N", "N", "C", "N", "H", "H", "H", "H", "H", "H", "H", "H"],
  "xyz": [[-0.172, -0.859, -1.458], [-1.738, 0.052, 0.406], [0.568, 0.307, -1.906], [-0.388, -0.202, -0.164], [0.628, 0.385, 1.938], [0.724, 0.089, 0.566], [1.921, 0.266, -0.091], [3.068, 0.475, -0.051], [0.094, 1.200, -2.034], [1.042, -0.378, 2.466], [1.172, 1.225, 2.117], [0.466, -1.746, -1.420], [-1.109, -1.092, -1.975], [-1.731, 0.808, 1.186], [-2.407, 0.347, -0.404], [-2.137, -0.879, 0.823]],
  "e_homo_ev": [-7.781, -7.783]
}


## Q
{
  "formula": "C4H8N4",
  "method": "ωB97M-V/def2-TZVPD",
  "species": ["C", "C", "C", "C", "N", "N", "N", "N", "H", "H", "H", "H", "H", "H", "H", "H"],
  "xyz": [[0.230, -0.358, 0.510], [-0.969, -0.874, 0.283], [1.411, 0.268, 0.272], [1.280, 1.795, 0.291], [2.549, -0.338, 0.164], [-0.893, 0.027, -1.817], [-1.523, -0.722, -0.965], [-1.786, -1.500, 1.242], [2.245, 2.246, 0.068], [0.954, 2.123, 1.277], [0.552, 2.113, -0.451], [3.326, 0.289, -0.012], [-1.371, 0.044, -2.718], [-2.471, -1.083, -1.128], [-1.272, -1.708, 2.086], [-2.262, -2.325, 0.898]],
  "e_homo_ev": [-7.030, -6.887]
}


The most stable of them is P.


## P
{
  "formula": "C4H8N4",
  "method": "ωB97M-V/def2-TZVPD",
  "species": ["C", "N", "C", "N", "C", "C", "N", "N", "H", "H", "H", "H", "H", "H", "H", "H"],
  "xyz": [[2.445, 0.161, 0.143], [1.262, 0.002, -0.673], [0.073, 0.655, -0.356], [-0.293, 1.844, -0.065], [-1.563, 1.899, 0.250], [-2.198, 0.685, 0.176], [-1.357, -0.246, -0.187], [-1.322, -1.639, -0.428], [2.520, -0.618, 0.865], [3.235, 0.118, -0.517], [2.454, 0.971, 0.765], [1.029, -0.925, -1.037], [-2.136, 2.915, 0.414], [-3.269, 0.739, 0.062], [-1.802, -1.936, -1.244], [-1.705, -2.149, 0.320]],
  "e_homo_ev": -7.251
}


## Q
{
  "formula": "C4H8N4",
  "method": "ωB97M-V/def2-TZVPD",
  "species": ["C", "C", "C", "N", "N", "C", "N", "N", "H", "H", "H", "H", "H", "H", "H", "H"],
  "xyz": [[1.052, 0.847, 0.159], [-0.798, -0.616, -0.825], [-0.048, -0.065, 0.169], [1.487, 1.302, 1.391], [-0.694, -0.682, -2.174], [-0.968, -0.714, 1.183], [1.521, 1.217, -0.972], [-1.771, -1.163, 0.021], [1.237, 0.769, 2.207], [2.388, 1.752, 1.425], [-0.038, 0.002, -2.528], [-1.544, -0.802, -2.702], [-2.050, -2.132, -0.060], [2.298, 1.870, -0.895], [-0.537, -1.534, 1.761], [-1.534, -0.051, 1.839]],
  "e_homo_ev": -7.505
}


The most stable of them is Q.


## P
{
  "formula": "C4H8N4",
  "method": "ωB97M-V/def2-TZVPD",
  "species": ["C", "C", "C", "C", "H", "H", "H", "H", "H", "H", "H", "H", "N", "N", "N", "N"],
  "xyz": [[3.861, -0.017, 0.075], [0.223, -0.411, 0.154], [-0.576, 0.561, 0.092], [-4.005, -0.579, 0.003], [4.485, 0.071, 1.061], [3.777, 1.012, -0.585], [4.554, -0.920, -0.540], [-0.033, -1.461, 0.516], [-0.228, 1.691, -0.528], [-2.342, 1.584, -0.451], [-4.283, -1.625, -0.461], [-4.632, 0.422, 0.201], [2.446, -0.633, 0.193], [1.425, 0.061, -0.166], [-1.990, 0.702, 0.451], [-2.684, -0.457, -0.013]],
  "e_homo_ev": -8.754
}


## Q
{
  "formula": "C4H8N4",
  "method": "ωB97M-V/def2-TZVPD",
  "species": ["H", "N", "C", "N", "N", "C", "C", "C", "N", "H", "H", "H", "H", "H", "H", "H"],
  "xyz": [[-2.945, -0.595, -0.202], [-2.139, -1.235, -0.233], [-1.196, -0.418, -0.089], [-1.263, 0.970, 0.062], [0.223, 1.594, 0.029], [0.721, 0.511, -0.832], [1.500, -0.898, -0.708], [0.289, -0.644, 0.100], [0.861, -0.447, 1.384], [-1.697, 1.381, 0.918], [0.018, 2.443, -0.581], [0.335, 0.298, -1.821], [2.513, -1.045, -0.234], [1.475, -1.329, -1.729], [0.609, 0.519, 1.760], [0.697, -1.105, 2.176]],
  "e_homo_ev": -8.700
}


The most stable of them is Q.


## P
{
  "formula": "C4H8N4",
  "method": "ωB97M-V/def2-TZVPD",
  "species": ["C", "C", "C", "C", "H", "H", "H", "H", "H", "H", "H", "H", "N", "N", "N", "N"],
  "xyz": [[-1.255, -1.369, 0.435], [-1.305, 0.512, -1.170], [1.838, -0.344, 0.241], [2.427, 0.962, 0.776], [-1.980, -0.798, 1.231], [-2.055, -1.708, -0.356], [-0.416, -1.971, 0.812], [-2.231, 1.067, -0.627], [-0.624, 1.680, -1.433], [-1.555, -0.202, -2.421], [2.170, -1.601, 0.031], [3.525, 1.563, 0.817], [-0.538, -0.539, -0.432], [0.556, -0.057, 0.167], [1.247, 1.723, 1.184], [0.197, 1.082, 0.743]],
  "e_homo_ev": -8.987
}


## Q
{
  "formula": "C4H8N4",
  "method": "ωB97M-V/def2-TZVPD",
  "species": ["H", "N", "C", "C", "C", "N", "N", "N", "C", "H", "H", "H", "H", "H", "H", "H"],
  "xyz": [[0.299, 2.699, 0.067], [-0.210, 1.766, 0.214], [0.509, 0.794, 0.030], [1.969, 0.697, 0.008], [2.184, -0.651, 0.023], [0.984, -1.358, 0.206], [-0.034, -0.509, 0.034], [-1.272, -0.599, 0.692], [-2.282, -0.295, -0.324], [2.607, 1.460, -0.132], [3.074, -1.282, 0.022], [0.983, -2.190, -0.481], [-1.322, 0.053, 1.448], [-2.144, 0.766, -0.752], [-3.325, -0.437, 0.118], [-2.019, -0.913, -1.175]],
  "e_homo_ev": -7.984
}


## R
{
  "formula": "C4H8N4",
  "method": "ωB97M-V/def2-TZVPD",
  "species": ["H", "N", "C", "N", "N", "C", "N", "C", "C", "H", "H", "H", "H", "H", "H", "H"],
  "xyz": [[2.461, -0.542, -0.687], [2.698, 0.440, -0.879], [1.813, 1.143, -0.163], [2.153, 2.328, 0.601], [0.432, 0.923, 0.279], [-0.030, -0.210, -0.672], [-1.475, -0.332, -0.544], [-1.977, -0.890, 0.854], [-2.366, -1.690, -0.399], [3.165, 2.768, 0.543], [1.813, 2.548, 1.585], [0.503, -0.681, -1.699], [-1.259, -1.337, 1.698], [-2.890, -0.462, 1.282], [-1.636, -2.266, -0.956], [-3.405, -1.741, -0.844]],
  "e_homo_ev": -8.320
}


The most stable of them is Q.